The following is a quantum chemistry calculation of a cluster of 2 separate species, CH6NOS in total, from OMol25.

XYZ file:
```
10
Properties=species:S:1:pos:R:3:nbo_charge:R:1
S 1.93479 -0.62767 0.14591 -0.09
H 2.60652 -0.42921 -1.00568 0.11
N -1.13319 -0.23356 -1.08272 -0.87
C -1.69257 0.69980 -0.10478 0.10
O -1.09325 0.66430 1.17889 -0.71
H -0.12148 -0.32531 -1.00923 0.35
H -1.38105 0.11819 -2.00027 0.36
H -2.75368 0.43896 -0.00302 0.16
H -1.59771 1.73779 -0.46167 0.12
H -0.16648 0.56296 0.93949 0.46
```

Properties
E_tot: -15504.9675 eV
Spin multiplicity: 2
Max |F|: 1.1 eV/Å
E_HOMO (spin up / spin down): -9.197 / -9.177 eV
Energy relative to the best compared isomer or geometry (same formula, charge and spin): 40.5 kJ/mol
Net charge: 0

The following is a quantum chemistry calculation of a cluster of 2 separate species, CH6NPS in total, from OMol25.

XYZ file:
```
10
Properties=species:S:1:pos:R:3:nbo_charge:R:1
C 1.95992 -0.90415 -0.15135 -1.04
N -1.78927 0.89163 0.44336 -1.00
P 2.56597 0.62332 -0.13529 0.56
S -2.02038 -0.51099 -0.40398 0.14
H 0.97107 -1.22962 -0.46576 0.27
H 2.65854 -1.66502 -0.08258 0.22
H -1.58841 1.54236 -0.25349 0.38
H -1.18285 0.72879 1.25963 0.39
H 1.58233 1.42014 -0.51545 -0.02
H -3.15691 -0.89646 0.30491 0.10
```

Properties
E_tot: -22742.1879 eV
Spin multiplicity: 3
Max |F|: 2.6 eV/Å
E_HOMO (spin up / spin down): -6.381 / -8.885 eV
Energy relative to the best compared isomer or geometry (same formula, charge and spin): 389.3 kJ/mol
Net charge: 0